(1)
{
  "formula": "C4H12",
  "method": "ωB97M-V/def2-TZVPD",
  "gap_ev": 12.921,
  "smiles": "CC.CC",
  "lumo_ha": 0.042,
  "homo_ev": -11.79,
  "symbols": ["C", "C", "H", "H", "H", "H", "H", "H", "C", "C", "H", "H", "H", "H", "H", "H"],
  "coordinates": [[-1.2353, -0.5502, 2.0292], [-0.3657, 0.7236, 2.0486], [-1.7661, -0.6255, 1.0825], [-0.6334, -1.4555, 2.1222], [-1.9778, -0.6085, 2.8227], [0.6514, 0.4956, 1.7423], [-0.3960, 1.1360, 3.0544], [-0.7692, 1.4257, 1.3237], [1.1337, 0.2712, -1.4423], [0.4898, -0.4534, -2.6375], [1.9041, 0.9531, -1.8058], [0.3721, 0.8051, -0.8724], [1.6326, -0.3647, -0.7120], [-0.1936, -1.2278, -2.2961], [-0.1135, 0.2927, -3.1566], [1.2669, -0.8175, -3.3030]],
  "atomic_forces_ev_per_a": [[0.242, -0.259, -0.297], [-0.658, -0.676, 0.057], [-0.077, -0.110, -0.060], [0.057, 0.030, 0.018], [-0.031, 0.287, 0.047], [0.119, 0.089, 0.154], [0.321, 0.315, -0.112], [0.029, 0.333, 0.205], [-0.016, -0.108, -0.021], [0.100, 0.737, 0.771], [-0.196, 0.251, 0.116], [0.113, 0.243, -0.118], [-0.010, -0.390, -0.176], [0.161, -0.265, -0.177], [0.042, -0.148, -0.284], [-0.196, -0.329, -0.123]],
  "mulliken_charge": [-0.817, -0.745, 0.241, 0.260, 0.319, 0.215, 0.324, 0.208, -0.662, -0.872, 0.327, 0.102, 0.272, 0.284, 0.254, 0.290]
}

=====

(2)
{
  "formula": "C3H5NO2",
  "method": "ωB97M-V/def2-TZVPD",
  "gap_ev": 10.278,
  "smiles": "O=C1CCON1",
  "lumo_ha": 0.026,
  "homo_ev": -9.56,
  "symbols": ["O", "C", "C", "C", "O", "N", "H", "H", "H", "H", "H"],
  "coordinates": [[-2.2024, -0.4301, 0.0118], [-0.9510, -0.4399, -0.0681], [-0.3777, 0.8473, -0.2423], [1.1015, 0.3690, 0.1099], [1.2403, -1.0701, -0.1797], [-0.1818, -1.4332, -0.1961], [-0.6223, 1.5377, 0.7518], [-0.6547, 1.4659, -1.2459], [1.8244, 0.9542, -0.5480], [1.2381, 0.3521, 1.2397], [-0.4143, -2.1527, 0.3669]],
  "atomic_forces_ev_per_a": [[1.223, -1.777, 0.546], [-8.357, 4.070, -1.034], [3.213, 4.145, 1.872], [1.084, 1.122, -0.595], [-2.395, 0.797, -0.455], [4.755, -1.161, -1.760], [0.044, -1.673, -2.948], [0.960, -1.868, 2.444], [-0.320, -1.014, 1.479], [0.128, 0.929, -1.483], [-0.335, -3.570, 1.933]],
  "mulliken_charge": [-0.644, 0.299, -0.198, -0.403, -0.303, -0.010, 0.183, 0.281, 0.253, 0.279, 0.264]
}

=====

(3)
{
  "formula": "C4H11N2O",
  "method": "ωB97M-V/def2-TZVPD",
  "gap_ev": [4.336, 10.847],
  "lumo_ha": [0.025, 0.022],
  "homo_ev": [-3.66, -10.24],
  "spin_multiplicity": 2,
  "symbols": ["N", "C", "C", "N", "C", "C", "O", "H", "H", "H", "H", "H", "H", "H", "H", "H", "H", "H"],
  "coordinates": [[1.9071, 1.8061, -1.0597], [0.6312, 0.9542, -0.6432], [1.0249, 0.1616, 0.5724], [0.0349, -0.4999, 1.1540], [-1.4123, -0.4337, 0.7467], [-1.8089, -1.8415, 0.2625], [2.2243, 0.0297, 0.9048], [2.7601, 1.3895, -0.5937], [1.9212, 2.8527, -0.8949], [1.9770, 1.5765, -2.1272], [-0.2577, 1.5815, -0.6431], [0.5463, 0.0908, -1.4499], [0.2184, -1.2045, 1.8922], [-2.0558, 0.0822, 1.5490], [-1.6644, 0.1621, -0.0810], [-0.9117, -2.4706, -0.0604], [-2.5766, -1.8009, -0.5205], [-2.5580, -2.4358, 0.9919]],
  "atomic_forces_ev_per_a": [[-0.559, -1.328, -0.668], [1.726, -0.417, -1.173], [2.129, 0.276, 0.708], [-2.490, -0.505, 0.739], [0.119, -0.911, 1.676], [-2.315, -2.066, 1.470], [-1.726, 0.211, -0.597], [-0.933, 0.123, -0.184], [-0.572, -0.725, 0.031], [0.339, 0.511, 0.524], [0.323, -0.154, 0.167], [0.209, 1.939, 0.794], [0.198, 1.003, -0.829], [0.971, -1.409, -0.674], [0.863, 1.199, -1.151], [-1.429, 0.891, 0.530], [0.735, 0.356, -0.550], [2.412, 1.006, -0.811]],
  "mulliken_charge": [-0.556, -1.217, -0.007, -0.184, -0.227, -1.075, -0.539, 0.292, 0.919, 0.890, 0.077, -0.123, 0.289, 0.313, 0.229, 0.317, 0.324, 0.279]
}

=====

(4)
{
  "formula": "CHF3N3",
  "method": "ωB97M-V/def2-TZVPD",
  "gap_ev": 10.757,
  "lumo_ha": -0.241,
  "homo_ev": -17.33,
  "charge": 1,
  "symbols": ["C", "N", "N", "N", "F", "F", "F", "H"],
  "coordinates": [[-0.6140, 2.2088, 0.3692], [-0.1285, 1.2417, 0.0129], [1.9763, -0.8262, -0.0713], [1.0891, -0.5372, -0.6349], [-1.3087, 3.0522, 0.9255], [0.2236, -0.5521, -1.4769], [-0.5092, -1.8563, 0.5686], [-0.7286, -2.7308, 0.3070]],
  "atomic_forces_ev_per_a": [[-0.429, -0.912, 0.521], [0.836, 0.074, -0.294], [0.517, 0.296, 0.574], [1.559, -0.464, 0.954], [-0.509, 1.503, 0.300], [-1.764, -0.202, -2.205], [-0.161, -0.715, -0.201], [-0.049, 0.420, 0.351]],
  "mulliken_charge": [0.270, -0.128, 0.060, 0.823, -0.111, 0.063, -0.395, 0.418]
}

=====

The following max |F| values (in hartree/bohr) correspond, in order, to the records above: 0.021; 0.182; 0.067; 0.055.
The following energy relative to the best compared isomer or geometry (same formula, charge and spin) values (in kJ/mol) correspond, in order, to the records above: 17.6; 416.0; 229.1; 28.3.